Entry from the OMol25 dataset: a 7-piece molecular cluster, C54H88Cl2N5O13S2 overall (ωB97M-V with the def2-TZVPD basis set).

As for the total charge: +1. The calculation puts the frontier orbital gap at 5.656 eV. The calculation puts the energy at -5078.5221 Eh. The LUMO energy comes out at -4.3 eV.

The geometry in XYZ format:
```
164
C54H88Cl2N5O13S2, DFT ωB97M-V with the def2-TZVPD basis set
C -3.84 2.07 -2.86
C -2.58 1.49 -2.78
N -1.56 1.96 -3.72
Cl -2.13 2.31 -5.31
C -0.30 2.16 -3.39
N 0.56 2.66 -4.42
C 1.27 3.91 -4.09
C 2.55 3.78 -3.19
N 3.71 3.46 -3.62
C 1.40 1.62 -5.07
C 1.56 1.82 -6.65
C 0.26 1.36 -7.45
C 0.59 0.45 -8.71
C 0.63 1.33 -10.04
C -0.71 1.29 -10.87
C -0.45 1.47 -12.43
N 0.03 1.85 -2.03
C 1.19 0.93 -1.90
C 1.16 0.05 -0.58
C 1.92 0.81 0.58
S 2.70 -0.35 1.81
C 1.56 -0.43 3.25
S 0.79 0.96 3.72
N 1.38 -1.73 3.87
C 2.17 -1.90 5.09
C 2.36 -3.29 5.58
C 3.10 -3.52 6.82
C 3.69 -2.43 7.63
C 3.54 -1.07 7.13
C 2.78 -0.83 5.87
C -0.02 -2.00 4.18
C -0.74 -1.52 5.36
C -2.16 -1.89 5.57
C -2.91 -2.74 4.64
C -2.18 -3.22 3.45
C -0.78 -2.85 3.24
C 0.09 3.03 -1.15
C -1.01 2.84 -0.02
O -1.34 1.75 0.33
Cl -1.85 4.23 0.77
H -4.41 2.18 -3.81
H -4.35 2.43 -1.93
H -2.37 0.73 -1.99
H 0.52 4.59 -3.58
H 1.55 4.44 -5.04
H 2.50 4.02 -2.09
H 3.63 3.29 -4.64
H 2.40 1.44 -4.60
H 0.83 0.64 -4.97
H 2.37 1.09 -6.94
H 1.93 2.84 -6.92
H -0.27 2.30 -7.76
H -0.38 0.73 -6.76
H -0.28 -0.26 -8.85
H 1.50 -0.19 -8.58
H 1.48 1.00 -10.71
H 0.77 2.40 -9.69
H -1.44 2.10 -10.57
H -1.26 0.31 -10.76
H -1.22 2.08 -12.95
H 0.54 2.00 -12.54
H -0.36 0.48 -12.97
H 2.20 1.42 -1.94
H 1.13 0.21 -2.76
H 0.14 -0.31 -0.30
H 1.78 -0.88 -0.80
H 2.79 1.36 0.12
H 1.25 1.56 1.09
H 1.92 -4.12 4.97
H 3.23 -4.57 7.19
H 4.22 -2.65 8.59
H 3.97 -0.23 7.72
H 2.71 0.23 5.54
H -0.23 -0.87 6.12
H -2.70 -1.55 6.49
H -3.97 -3.05 4.77
H -2.69 -3.89 2.73
H -0.30 -3.28 2.32
H -0.17 4.00 -1.67
H 1.08 3.15 -0.63
O -3.79 -2.72 0.64
C -4.47 -1.83 1.09
O -5.44 -2.10 1.97
C -6.16 -1.10 2.70
C -7.34 -0.59 1.90
C -4.30 -0.41 0.60
H -5.50 -0.30 3.04
H -6.53 -1.60 3.60
H -7.02 -0.09 0.98
H -7.92 0.13 2.49
H -7.99 -1.41 1.61
H -4.87 -0.28 -0.32
H -3.24 -0.24 0.39
H -4.59 0.34 1.32
O 5.38 -5.28 4.19
C 5.98 -4.25 4.03
O 7.30 -4.20 4.24
C 8.14 -3.09 3.90
C 8.14 -2.05 4.99
C 5.25 -2.98 3.66
H 7.86 -2.68 2.92
H 9.15 -3.49 3.78
H 7.14 -1.63 5.15
H 8.82 -1.23 4.75
H 8.45 -2.49 5.94
H 4.87 -2.52 4.57
H 4.42 -3.24 3.01
H 5.86 -2.27 3.11
O 10.60 -4.01 1.85
C 10.24 -5.07 1.39
O 10.56 -5.41 0.14
C 10.35 -6.70 -0.43
C 8.94 -6.83 -0.99
C 9.34 -5.98 2.19
H 10.58 -7.49 0.29
H 11.07 -6.81 -1.24
H 8.19 -6.72 -0.21
H 8.81 -7.80 -1.47
H 8.76 -6.04 -1.73
H 8.30 -5.65 2.06
H 9.61 -5.90 3.24
H 9.43 -7.03 1.93
O 3.19 -10.27 1.00
C 2.84 -9.54 1.88
O 3.75 -8.90 2.63
C 3.45 -7.86 3.57
C 3.07 -8.44 4.92
C 1.38 -9.39 2.23
H 2.68 -7.18 3.17
H 4.35 -7.26 3.67
H 2.17 -9.05 4.85
H 2.89 -7.64 5.64
H 3.87 -9.08 5.29
H 1.08 -10.20 2.90
H 0.80 -9.45 1.31
H 1.13 -8.43 2.68
O -5.81 4.82 -3.30
C -5.52 5.65 -2.46
O -6.48 6.36 -1.87
C -6.27 7.22 -0.73
C -5.81 8.60 -1.17
C -4.08 5.94 -2.14
H -5.58 6.76 -0.02
H -7.23 7.31 -0.23
H -4.85 8.56 -1.70
H -5.71 9.26 -0.31
H -6.53 9.03 -1.87
H -3.69 6.65 -2.86
H -3.52 5.01 -2.21
H -3.92 6.31 -1.13
O -8.02 8.58 1.97
C -9.21 8.70 1.80
O -10.03 7.66 2.07
C -11.46 7.75 2.09
C -12.04 7.57 0.70
C -9.79 9.96 1.22
H -11.79 8.67 2.57
H -11.80 6.93 2.73
H -11.71 8.36 0.03
H -13.13 7.58 0.74
H -11.71 6.63 0.27
H -9.73 9.91 0.13
H -9.21 10.80 1.58
H -10.82 10.15 1.52
```



Entry from the OMol25 dataset: a 16-piece molecular cluster, C54H91N5O38S5 overall (ωB97M-V with the def2-TZVPD basis set).

The calculation puts the frontier orbital gap at 10.442 eV. The calculation puts the energy at -7236.0074 Eh. The LUMO energy comes out at -0.2 eV.

The geometry in XYZ format:
```
193
C54H91N5O38S5, DFT ωB97M-V with the def2-TZVPD basis set
C 3.63 1.50 5.33
C 4.47 0.91 4.19
O 5.86 1.26 4.51
S 5.97 2.42 5.69
O 6.59 3.57 5.16
O 6.28 1.79 6.91
O 4.28 2.72 5.69
H 3.62 0.80 6.15
H 2.65 1.71 5.00
H 4.28 1.32 3.23
H 4.40 -0.20 4.09
C -5.52 4.06 2.56
C -5.55 5.61 2.74
O -4.26 6.09 2.29
S -3.08 5.05 2.63
O -2.58 5.07 3.97
O -2.24 5.19 1.51
O -4.05 3.73 2.57
H -5.99 3.63 1.66
H -5.91 3.53 3.43
H -5.63 5.85 3.81
H -6.27 6.11 2.11
C 0.30 6.16 -1.65
C -0.06 5.21 -0.48
O 0.54 3.97 -0.92
S 0.49 3.82 -2.57
O -0.61 3.09 -3.03
O 1.83 3.58 -2.96
O 0.10 5.41 -2.83
H 1.37 6.49 -1.61
H -0.35 7.03 -1.74
H -1.13 5.12 -0.25
H 0.57 5.38 0.39
C -0.40 -4.30 -7.14
C -1.44 -3.26 -6.64
O -1.58 -3.48 -5.24
S -0.36 -4.38 -4.69
O -0.89 -5.23 -3.69
O 0.79 -3.62 -4.48
O -0.22 -5.21 -6.09
H 0.58 -3.87 -7.35
H -0.79 -4.92 -7.94
H -2.41 -3.42 -7.10
H -1.01 -2.29 -6.78
C -4.49 -0.74 1.42
C -5.16 -1.81 2.21
O -6.34 -1.17 2.78
S -6.81 0.14 1.95
O -6.48 1.31 2.70
O -8.04 -0.13 1.24
O -5.64 -0.06 0.79
H -3.93 -1.14 0.62
H -3.91 -0.03 2.04
H -4.52 -2.05 3.06
H -5.43 -2.63 1.55
C -3.94 3.47 -0.80
C -3.64 4.62 -1.78
C -4.97 5.11 -2.47
C -5.77 5.88 -1.51
N -6.40 6.49 -0.78
H -4.64 3.78 -0.02
H -3.00 3.12 -0.41
H -4.47 2.65 -1.33
H -2.94 4.35 -2.55
H -3.30 5.52 -1.24
H -5.55 4.29 -2.87
H -4.84 5.82 -3.31
C -0.19 -5.97 2.32
C 0.30 -5.21 1.14
C 0.21 -3.68 1.30
C -1.11 -3.18 1.58
N -2.13 -2.66 1.77
H -1.19 -5.64 2.66
H 0.50 -5.83 3.16
H -0.22 -7.06 2.08
H -0.24 -5.45 0.21
H 1.35 -5.35 0.88
H 0.56 -3.07 0.48
H 0.86 -3.37 2.14
C 1.11 0.37 -0.15
C -0.34 0.47 0.24
C -0.48 1.47 1.40
C 0.34 1.00 2.50
N 0.96 0.74 3.41
H 1.32 -0.19 -1.06
H 1.61 -0.14 0.69
H 1.54 1.38 -0.29
H -0.73 -0.50 0.58
H -0.98 0.83 -0.54
H -1.53 1.46 1.69
H -0.16 2.46 1.11
C -3.43 -7.32 -1.53
C -2.55 -6.22 -1.10
C -3.08 -4.87 -1.58
C -4.27 -4.39 -0.88
N -5.27 -4.06 -0.44
H -3.61 -7.33 -2.61
H -4.41 -7.13 -1.08
H -3.16 -8.30 -1.20
H -1.52 -6.34 -1.46
H -2.55 -6.13 -0.02
H -3.20 -4.78 -2.67
H -2.39 -4.06 -1.35
C 6.32 -0.24 0.78
C 6.80 -1.46 1.50
C 6.02 -2.80 1.29
C 4.61 -2.67 1.65
N 3.49 -2.68 1.91
H 5.24 -0.01 0.93
H 6.44 -0.34 -0.30
H 6.81 0.64 1.20
H 6.75 -1.30 2.57
H 7.84 -1.68 1.19
H 6.54 -3.57 1.83
H 6.05 -3.07 0.24
C 4.50 2.72 0.25
C 5.59 3.06 -0.73
C 5.12 3.59 -2.10
O 6.09 4.64 -2.40
C 6.81 4.88 -1.28
O 7.51 5.82 -1.18
O 6.48 4.05 -0.23
H 3.78 3.50 0.44
H 4.97 2.44 1.15
H 3.89 1.88 -0.17
H 6.09 2.09 -0.85
H 4.11 3.97 -2.16
H 5.15 2.75 -2.79
C 3.00 2.38 -7.44
C 2.95 1.24 -6.45
C 1.67 1.25 -5.53
O 0.86 0.12 -6.09
C 1.56 -0.53 -7.08
O 1.15 -1.48 -7.64
O 2.81 0.00 -7.20
H 2.07 2.48 -8.04
H 3.87 2.32 -8.08
H 3.05 3.24 -6.78
H 3.93 1.24 -5.95
H 1.15 2.22 -5.68
H 1.80 0.99 -4.50
C 0.14 1.37 7.14
C -1.16 1.51 6.41
C -0.95 2.34 5.13
O -1.77 1.71 4.16
C -2.14 0.50 4.58
O -2.79 -0.24 3.92
O -1.81 0.28 5.89
H 0.47 2.41 7.20
H 0.86 0.89 6.48
H 0.08 0.92 8.12
H -2.02 1.90 6.95
H 0.12 2.34 4.84
H -1.35 3.36 5.13
C 2.87 -3.36 -1.59
C 3.68 -2.61 -2.68
C 2.88 -1.80 -3.67
O 3.51 -0.49 -3.58
C 4.48 -0.50 -2.64
O 5.07 0.49 -2.35
O 4.60 -1.66 -2.05
H 3.56 -3.84 -0.92
H 2.24 -4.11 -2.07
H 2.24 -2.67 -0.99
H 4.32 -3.33 -3.20
H 1.82 -1.69 -3.42
H 3.03 -2.20 -4.64
C 0.31 -2.36 5.26
C -0.85 -2.81 6.10
C -2.12 -3.18 5.28
O -2.00 -4.55 5.06
C -1.13 -5.12 5.94
O -0.96 -6.25 6.05
O -0.58 -4.15 6.69
H 0.54 -3.07 4.46
H 1.23 -2.27 5.86
H 0.14 -1.38 4.84
H -1.07 -2.15 6.93
H -2.09 -2.61 4.32
H -3.09 -3.03 5.73
C -4.16 0.64 -3.15
C -3.36 -0.31 -4.01
C -1.93 0.21 -4.39
O -1.11 -0.50 -3.44
C -1.78 -1.46 -2.78
O -1.35 -2.15 -1.93
O -3.06 -1.55 -3.24
H -3.63 0.81 -2.22
H -5.04 0.12 -2.85
H -4.38 1.58 -3.65
H -3.93 -0.71 -4.86
H -1.87 1.27 -4.09
H -1.55 0.09 -5.40
```